(1)
Density functional theory data (ωB97M-V/def2-TZVPD) for a cluster of 2 separate species, C4H6IN in total.

Cartesian coordinates (Å):
C 1.968 1.494 -0.060
C -1.072 -0.883 -0.664
C -0.554 -0.985 0.775
C -0.824 0.264 0.193
N 2.374 2.627 -0.081
I 2.887 -0.366 -0.040
H -0.240 -1.131 -1.312
H -2.053 -1.218 -1.018
H -1.094 -1.459 1.541
H 0.451 -1.262 0.973
H -1.550 0.995 0.379
H 3.273 3.068 -0.010

Atomic forces in eV per Å
-0.5198 1.2892 -0.1020
1.2964 -0.7001 -0.3758
-0.0418 -1.2204 0.5490
-0.3712 1.1170 -1.0065
-0.8336 -0.2896 0.1458
0.8755 -1.0805 -0.0499
-0.1849 -0.0561 -0.5276
0.3148 0.2678 0.4591
-1.4024 -0.0563 0.9563
1.0517 -0.2656 -0.5967
-0.5937 1.0730 0.6096
0.4091 -0.0784 -0.0612

The value obtained for the molar mass is 195.00 g mol⁻¹. Its HOMO energy (spin up / spin down) is -8.1133 / -7.9601 eV. The LUMO energy (spin up / spin down) is -0.0304 / 0.0123 hartree. The energy is -13830.2542 eV. The calculation puts the orbital gap (spin up / spin down) at 7.287 / 8.294 eV.

(2)
Density functional theory data (ωB97M-V/def2-TZVPD) for a structure of composition C4H6IN2O.

Cartesian coordinates (Å):
C 2.056 1.714 -0.047
C 0.293 0.119 0.004
C 2.673 0.665 0.807
C -0.828 -0.526 -0.616
N 0.794 1.354 -0.411
N 1.166 -0.444 0.798
O 2.514 2.765 -0.422
I 4.258 -0.393 -0.101
H 2.916 0.864 1.863
H -0.571 -1.366 -1.278
H -1.340 0.302 -1.007
H -1.556 -0.899 0.133
H 0.412 1.962 -1.070
H 1.050 -1.320 1.236

Atomic forces in eV per Å
0.6093 1.6107 -0.0314
4.2694 0.5991 0.3058
-1.4874 -2.8476 0.6718
-1.7352 -0.7151 1.2318
-1.3257 -2.5592 0.9328
1.9174 3.6793 -0.6222
0.3498 -0.9666 0.5928
-0.3877 0.2674 0.1488
-0.4358 0.0998 -0.5880
0.0589 0.6504 -0.0264
-1.1440 0.5740 -1.6804
0.6068 -0.1106 -0.1270
-1.3359 0.8403 -1.2750
0.0401 -1.1221 0.4667

The value obtained for the molar mass is 225.01 g mol⁻¹. Its HOMO energy is -14.2079 eV. The LUMO energy is -0.1798 hartree. The energy is -17365.6887 eV. Its net charge is +1. The calculation puts the orbital gap at 9.314 eV.

(3)
Density functional theory data (ωB97M-V/def2-TZVPD) for a structure of composition C4H6IN2O3STm.

Cartesian coordinates (Å):
N 0.633 -1.820 0.287
N 1.054 -0.706 -0.465
C 0.523 0.566 0.081
S 1.635 1.016 1.550
C -0.940 0.468 0.679
C -2.066 0.128 -0.383
O -3.254 0.525 -0.102
I -1.814 -0.981 -2.240
C 0.711 1.764 -0.974
O 0.159 1.760 -2.081
O 1.577 2.822 -0.613
H 0.840 -2.649 -0.297
H 1.253 -1.897 1.117
H 2.073 -0.667 -0.585
H 2.927 0.573 1.237
H -1.204 1.502 1.111
H -0.906 -0.236 1.580
Tm -3.202 -2.167 0.101

Atomic forces in eV per Å
0.7019 -1.0404 0.4019
-1.1053 1.2486 -1.0111
2.1024 0.0816 0.4393
0.1537 0.4609 0.4680
0.8685 0.8841 -0.5595
-3.0498 3.1661 2.3052
4.4576 -2.8846 -1.1989
0.2582 0.4166 0.2975
0.0653 0.9671 -1.7250
1.2498 -0.0180 3.0964
-2.2725 -3.1469 -0.3981
-0.1623 0.5902 0.4603
-0.6426 -0.1665 -0.3252
-0.5763 0.1312 0.0355
-1.4161 0.2486 -0.4077
0.1126 -1.4637 -0.7521
-0.2865 0.6522 -1.3986
-0.4586 -0.1269 0.2721

The value obtained for the molar mass is 458.01 g mol⁻¹. Its HOMO energy (spin up / spin down) is -15.8438 / -15.8701 eV. The LUMO energy (spin up / spin down) is -0.3516 / -0.3507 hartree. The energy is -61810.6348 eV. The multiplicity is 3. Its net charge is +2. The calculation puts the orbital gap (spin up / spin down) at 6.275 / 6.328 eV.

(4)
Density functional theory data (ωB97M-V/def2-TZVPD) for a structure of composition C4H6IN3S2.

Cartesian coordinates (Å):
C 2.239 2.030 0.636
C 0.946 0.899 -0.464
C -0.620 -0.935 -0.887
C -0.202 0.424 -1.450
N 1.289 2.196 -0.234
N 1.548 -0.009 0.291
N 2.467 0.757 0.991
S -2.660 1.295 0.103
S -1.614 1.487 -1.698
I 0.663 0.260 -3.385
H 2.786 2.843 0.964
H -0.937 -0.644 0.177
H -1.579 -1.295 -1.375
H 0.174 -1.647 -0.843
H 3.155 0.488 1.577
H -1.686 2.011 0.704

Atomic forces in eV per Å
0.1755 -0.0632 0.0606
-1.9683 -0.6380 -0.4423
-2.6165 0.9094 0.9404
1.5908 -0.9019 1.7775
-0.0380 -1.0720 -0.5487
1.1375 0.4326 0.0099
-4.0625 2.1175 -3.4715
0.8172 0.4876 -0.3931
-0.4445 0.4503 0.1024
0.1426 0.0157 -0.3726
1.1918 1.2896 1.0210
0.5050 -0.9646 -1.3815
1.4080 0.1822 0.2720
0.3361 -0.4496 -0.1378
2.2934 -1.7961 2.1696
-0.4680 0.0006 0.3940

The value obtained for the molar mass is 287.15 g mol⁻¹. Its HOMO energy is -8.9728 eV. The LUMO energy is 0.0101 hartree. The energy is -38485.9308 eV. The calculation puts the orbital gap at 9.246 eV.

(5)
Density functional theory data (ωB97M-V/def2-TZVPD) for the molecule C4H6INO.

Cartesian coordinates (Å):
C 0.021 0.170 -1.275
C 0.064 -1.079 -0.480
C -0.602 0.213 0.027
C -0.041 1.104 1.136
N 1.310 -1.204 0.106
O 1.858 -2.251 0.365
I -2.733 0.228 0.001
H 0.979 0.563 -1.266
H -0.516 0.160 -2.169
H -0.514 -1.979 -0.747
H -0.749 0.972 1.939
H -0.126 2.107 0.860
H 1.049 0.998 1.502

Atomic forces in eV per Å
-0.0403 -0.1676 -0.1157
-1.4789 -2.0825 0.4166
-0.0660 0.3548 0.4410
0.8980 -1.5070 0.9334
2.6355 0.5827 1.2093
-1.3966 -0.0422 -0.6514
0.2534 -0.1521 0.0441
1.6280 1.2442 -0.4959
-0.7509 0.0703 -1.1977
0.1448 0.5287 0.2135
0.2922 0.0173 0.8173
-0.2788 1.6649 -0.7506
-1.8406 -0.5116 -0.8639

The value obtained for the molar mass is 211.00 g mol⁻¹. Its HOMO energy is -8.9211 eV. The LUMO energy is -0.0053 hartree. The energy is -15879.6658 eV. The calculation puts the orbital gap at 8.777 eV.

(6)
Density functional theory data (ωB97M-V/def2-TZVPD) for the molecule C4H6INS.

Cartesian coordinates (Å):
C -0.492 2.767 0.157
C -0.274 -0.185 -0.031
C -1.350 0.616 -0.045
C 1.412 -2.314 -0.094
N -1.376 1.957 -0.236
S -0.356 -1.914 0.055
I -3.288 -0.241 0.034
H -0.611 3.806 -0.108
H 0.383 2.494 0.752
H 0.717 0.237 -0.119
H 1.490 -3.394 -0.028
H 1.963 -1.853 0.720
H 1.783 -1.975 -1.056

Atomic forces in eV per Å
0.0869 -0.1603 0.1476
-0.4588 0.0892 -0.0213
0.0814 -1.3740 0.2551
-0.3921 0.2899 -0.0111
-0.2606 1.1943 -0.4415
0.1903 -0.3111 0.0831
0.3446 0.1473 0.0261
0.0430 0.2458 -0.0592
-0.0018 -0.1480 0.0954
0.1057 0.1832 -0.0686
0.0335 -0.0680 0.0034
0.1115 -0.0434 0.0271
0.1164 -0.0449 -0.0361

The value obtained for the molar mass is 227.07 g mol⁻¹. Its HOMO energy is -8.0265 eV. The LUMO energy is 0.0058 hartree. The energy is -24669.6553 eV. The calculation puts the orbital gap at 8.186 eV.

(7)
Density functional theory data (ωB97M-V/def2-TZVPD) for the molecule C4H6INS.

Cartesian coordinates (Å):
C 0.661 -0.769 -0.834
C -0.171 0.459 -0.372
C 2.693 0.271 -1.041
C -0.771 0.113 1.063
N 1.849 -0.808 -1.152
S 0.852 1.880 -0.397
I 4.229 0.078 0.339
H -0.077 -1.617 -1.193
H -0.937 0.776 -0.996
H 2.938 0.795 -1.857
H -1.834 -0.105 0.874
H -0.801 1.076 1.641
H -0.360 -0.618 1.589

Atomic forces in eV per Å
-4.9353 -0.5089 -1.8794
2.8242 -1.7706 2.6964
0.0653 -1.6897 3.0052
-3.0041 5.0925 -2.8965
1.4170 -0.8896 -0.2994
-0.2445 1.7480 0.6575
0.1678 -0.0287 0.0564
1.7555 0.9834 1.1779
-1.7144 -0.1846 -1.4714
0.9257 1.6460 -3.0064
0.3369 -0.2491 0.2679
0.1881 -1.0002 -0.2795
2.2178 -3.1485 1.9713

The value obtained for the molar mass is 227.07 g mol⁻¹. Its HOMO energy (spin up / spin down) is -6.2132 / -8.9819 eV. The LUMO energy (spin up / spin down) is 0.0182 / -0.0855 hartree. The energy is -24666.3050 eV. The multiplicity is 3. The calculation puts the orbital gap (spin up / spin down) at 6.709 / 6.655 eV.

(8)
Density functional theory data (ωB97M-V/def2-TZVPD) for a structure of composition C4H6LiOPd.

Cartesian coordinates (Å):
C 0.200 0.329 0.734
C 1.412 -0.189 -0.066
H 0.049 -0.345 1.595
H 0.262 1.349 1.179
H 2.305 -0.386 0.555
H 1.661 0.429 -0.952
Li 2.166 1.744 0.585
O -1.305 -1.890 -0.802
C -1.755 -0.646 -0.685
C -1.108 0.396 -0.114
Pd 0.485 -1.684 -0.767
H -1.614 1.363 -0.155
H -2.757 -0.470 -1.108

Atomic forces in eV per Å
-0.8911 0.3899 -0.3403
1.4858 2.9079 1.5795
-0.0002 0.2515 -0.1846
0.1712 -0.0932 0.0825
-0.1359 -0.1764 -0.1453
0.0123 -0.0428 0.0592
-0.1666 -0.2130 -0.0306
-4.1356 0.3222 0.6781
-1.0886 -0.2230 -0.5271
0.6514 0.2663 0.8512
3.4695 -2.9325 -1.9927
0.1563 -0.3445 -0.0345
0.4716 -0.1122 0.0045

The value obtained for the molar mass is 183.45 g mol⁻¹. Its HOMO energy (spin up / spin down) is -12.2428 / -12.4692 eV. The LUMO energy (spin up / spin down) is -0.1719 / -0.2031 hartree. The energy is -9966.6859 eV. The multiplicity is 3. Its net charge is +1. The calculation puts the orbital gap (spin up / spin down) at 7.564 / 6.942 eV.

(9)
Density functional theory data (ωB97M-V/def2-TZVPD) for a structure of composition C4H6MgO4Pb.

Cartesian coordinates (Å):
O 1.504 1.747 4.327
Pb -0.093 1.031 3.483
O 1.109 -1.128 1.417
C 0.896 0.198 1.502
C 0.426 0.860 0.405
O 0.290 0.138 -0.795
C -0.999 0.058 -1.419
C -0.936 -1.134 -2.375
O -0.440 -2.270 -1.742
Mg 0.787 -1.831 -0.357
H 2.407 1.639 3.823
H 0.292 1.939 0.310
H -1.228 1.004 -1.932
H -1.757 -0.115 -0.636
H -0.301 -0.845 -3.239
H -1.958 -1.290 -2.772

Atomic forces in eV per Å
5.3725 0.9500 -0.0276
-2.0889 -1.4342 -1.7537
0.2399 -0.2787 -0.1706
-1.1917 0.1468 -0.4939
0.2184 0.2560 0.6014
0.6758 -0.2335 -0.2966
-0.4862 0.1098 0.0739
-0.0075 0.2032 -0.2882
0.4775 -0.1041 0.4513
-0.7837 0.6200 0.0570
-2.7640 0.3160 1.4848
-0.0464 -0.3010 0.1046
0.0869 -0.1968 0.0771
0.1990 0.0378 -0.1516
-0.1721 -0.0683 0.1992
0.2705 -0.0229 0.1330

The value obtained for the molar mass is 349.59 g mol⁻¹. Its HOMO energy is -7.8691 eV. The LUMO energy is -0.0211 hartree. The energy is -23126.4628 eV. The calculation puts the orbital gap at 7.296 eV.

(10)
Density functional theory data (ωB97M-V/def2-TZVPD) for the ion C4H6N with charge +1.

Cartesian coordinates (Å):
C 2.411 -0.022 0.193
C 1.285 0.173 -0.212
C -1.050 0.785 0.137
C -0.996 -0.684 0.177
N 0.001 0.105 -0.599
H 3.359 -0.152 0.632
H -1.794 1.191 -0.387
H -0.796 1.277 0.946
H -0.431 -1.222 0.962
H -1.726 -1.418 -0.161
H -0.263 -0.033 -1.688

Atomic forces in eV per Å
-2.5492 0.5646 -0.6809
3.5540 -0.9111 0.9185
-0.1540 -3.8119 -0.4612
0.7423 -1.6284 2.6237
-2.5171 -0.7969 -5.3947
0.6393 0.0193 0.0766
-2.5754 1.6077 -2.4008
1.7513 2.4268 3.7369
-0.4880 0.9701 0.0574
0.1502 0.7172 -1.3157
1.4468 0.8427 2.8403

The value obtained for the molar mass is 68.10 g mol⁻¹. Its HOMO energy is -15.6099 eV. The LUMO energy is -0.1447 hartree. The energy is -5723.6261 eV. Its net charge is +1. The calculation puts the orbital gap at 11.672 eV.